ORCA calculation (ωB97M-V/def2-TZVPD) on a molecular structure, C38H25Br2F2N2ORuSb.

```
72
C38H25Br2F2N2ORuSb (ωB97M-V/def2-TZVPD)
Ru 0.8138 -0.8134 0.5477
F -3.2251 -4.0764 1.3094
C -2.6006 -2.9643 1.6906
C -1.4059 -2.6240 1.0854
C -0.8120 -1.4283 1.4843
C -1.3027 -0.6490 2.5484
C -2.5134 -1.0457 3.0842
F -3.0859 -0.3202 4.0513
C -3.1835 -2.1851 2.6707
C -0.4532 0.4567 3.0265
C -0.6756 1.2349 4.1558
C 0.2495 2.2075 4.4958
C 1.3756 2.3963 3.7084
C 1.5345 1.5870 2.6056
N 0.6489 0.6427 2.2719
H -0.9926 -3.2658 0.3173
H -4.1234 -2.4644 3.1269
H -1.5549 1.0803 4.7603
H 0.0899 2.8160 5.3770
H 2.1154 3.1483 3.9436
H 2.3917 1.6952 1.9511
Br 3.2085 -4.1063 3.7213
C 3.9769 -2.8150 2.6730
C 5.3404 -2.5746 2.7276
C 5.9252 -1.6013 1.9340
Br 7.7366 -1.3282 2.0734
C 5.1442 -0.8065 1.0069
C 5.6764 0.1549 0.1353
C 4.8351 0.8274 -0.7162
C 3.4686 0.5512 -0.6860
N 2.9405 -0.3506 0.1383
C 3.7747 -1.0258 0.9669
C 3.1421 -2.0404 1.7974
O 1.9015 -2.2155 1.7109
H 5.9568 -3.1567 3.3986
H 6.7398 0.3543 0.1330
H 5.2136 1.5641 -1.4112
H 2.7833 1.0681 -1.3446
C -0.7884 3.6989 -4.9272
C -0.9812 2.3477 -5.1676
C -0.8362 1.4221 -4.1376
C -0.4984 1.8803 -2.8707
C -0.2944 3.2357 -2.6202
C -0.4412 4.1445 -3.6584
Sb -0.5893 0.5529 -1.2453
C -2.3953 1.1594 -0.3842
C -3.6336 0.7813 -0.9028
C -4.8022 1.2024 -0.2802
C -4.7420 2.0133 0.8461
C -3.5116 2.4247 1.3423
C -2.3402 1.9969 0.7316
C -0.9270 -1.2750 -2.2450
C -2.0714 -2.0647 -2.1167
C -2.1896 -3.2411 -2.8466
C -1.1711 -3.6392 -3.7040
C -0.0255 -2.8665 -3.8297
C 0.0976 -1.6909 -3.1000
H -0.9133 4.4117 -5.7319
H -1.2504 2.0046 -6.1581
H -0.9931 0.3710 -4.3355
H -0.0339 3.5958 -1.6316
H -0.2888 5.2002 -3.4748
H -3.7039 0.1887 -1.8060
H -5.7625 0.9062 -0.6824
H -5.6552 2.3405 1.3263
H -3.4666 3.0821 2.2025
H -1.3874 2.3366 1.1253
H -2.8719 -1.7786 -1.4460
H -3.0816 -3.8476 -2.7502
H -1.2696 -4.5544 -4.2738
H 0.7675 -3.1741 -4.4993
H 0.9972 -1.0928 -3.2189
```

Its expectation value of S² is 6.067. The HOMO energy (alpha / beta) comes out at -13.43 / -13.96 eV. The multiplicity is 5. Its total charge is +2. The value obtained for the orbital gap (alpha / beta) is 0.2569 / 0.2073 Eh. The value obtained for the total energy is -7330.111318 a.u. The value obtained for the lowest unoccupied orbital energy (alpha / beta) is -0.2366 / -0.3058 Eh. The energy above the lowest of the compared OMol25 structures with the same formula, charge and spin is 14.1 kJ/mol.

Here are the Löwdin charges for atoms 1 to 2, given in e: atom 1 (Ru): 1.178, atom 2 (F): 0.112